No. 1
Density functional theory data (the ωB97M-V functional and the def2-TZVPD basis) for 2 unconnected molecules or ions with the total composition H3N2OS.

```
7
Properties=species:S:1:pos:R:3:forces:R:3:nbo_charge:R:1
N -0.7051 -0.5763 -0.1787 -0.4 -5.0 0.4 -0.54
N -1.0444 0.5731 -0.2749 -0.1 4.1 0.1 0.13
O -2.1914 1.0623 -0.4711 -0.7 -0.9 0.0 -0.64
S 1.7389 1.2346 0.5618 -0.2 0.6 0.3 -0.55
H -1.5195 -1.3142 -0.1945 0.7 1.6 -0.4 0.23
H 1.8286 0.2354 -0.3204 -0.2 0.0 0.0 0.14
H 0.2715 1.3320 0.3736 1.0 -0.4 -0.5 0.23
```
Positions in Å, forces in eV/Å.

Output
**Lowest unoccupied orbital energy**: 4.3080 eV
**E**: -584.6818 Ha
**Gap between HOMO and LUMO**: 7.44 eV
**Net charge**: -1


No. 2
Density functional theory data (the ωB97M-V functional and the def2-TZVPD basis) for 2 unconnected molecules or ions with the total composition H3N2OS.

```
7
Properties=species:S:1:pos:R:3:forces:R:3:nbo_charge:R:1
N 0.9504 0.8147 0.0202 0.0 1.9 1.3 -0.65
N 0.6637 -0.3379 0.6530 -0.5 1.1 2.7 0.26
O 1.2442 -1.3028 0.2593 0.8 -0.6 -1.3 -0.44
S -1.8405 -0.3862 0.2648 0.1 1.2 0.9 -0.95
H 1.1238 0.6899 -0.9158 0.8 -0.4 -2.8 0.33
H 0.4007 1.6862 0.1880 0.1 -1.9 0.3 0.38
H -2.5423 -1.1640 -0.4695 -1.2 -1.2 -1.2 0.07
```
Positions in Å, forces in eV/Å.

Output
**Lowest unoccupied orbital energy**: 4.6143 eV
**E**: -584.6665 Ha
**Gap between HOMO and LUMO**: 7.01 eV
**Net charge**: -1


No. 3
Density functional theory data (the ωB97M-V functional and the def2-TZVPD basis) for a single H3N3O molecule.

```
7
Properties=species:S:1:pos:R:3:forces:R:3:nbo_charge:R:1
N 1.0816 1.0002 -0.1262 -2.9 -2.8 -0.5 -0.63
N -0.7338 -0.3633 0.0345 -1.7 -2.1 -0.1 -0.60
N 0.4205 -0.1693 -0.5686 6.2 5.1 0.9 0.47
O 0.8717 -0.9821 -1.3521 -0.7 -0.4 -0.4 -0.42
H 2.0194 1.2112 -0.5294 -1.1 -1.5 -0.5 0.36
H -0.7281 0.0697 0.9569 -0.3 -0.4 -0.4 0.42
H -1.0395 -1.3688 -0.1642 0.5 2.1 0.9 0.41
```
Positions in Å, forces in eV/Å.

Output
**Structure (SMILES)**: [H]/N=[N+](/N)[O-]
**Lowest unoccupied orbital energy**: 0.4431 eV
**E**: -241.1682 Ha
**Gap between HOMO and LUMO**: 9.92 eV